1.
{
  "formula": "C25H44AuN2P2SSi3",
  "method": "ωB97M-V with the def2-TZVPD basis set",
  "symbols": ["Au", "C", "Si", "C", "C", "C", "Si", "C", "C", "C", "Si", "C", "C", "C", "C", "C", "C", "C", "N", "H", "H", "H", "H", "H", "H", "H", "H", "H", "H", "H", "H", "H", "H", "H", "H", "H", "H", "H", "H", "H", "H", "H", "H", "H", "H", "H", "H", "C", "P", "C", "C", "C", "C", "C", "C", "C", "P", "C", "C", "H", "H", "H", "H", "H", "H", "H", "H", "H", "H", "H", "H", "H", "H", "H", "H", "S", "C", "N"],
  "positions_angstrom": [[-0.54557, -0.13783, 0.33801], [3.98110, -1.68449, -0.81237], [2.13819, -1.52318, -0.49418], [1.25109, -2.02213, -2.08654], [1.75516, -2.84117, 0.79480], [1.62801, 0.22915, 0.06306], [2.40616, 1.51300, -1.10529], [1.54348, 3.18852, -0.96321], [2.53551, 0.97543, -2.90881], [4.19473, 1.88320, -0.65583], [2.24270, 0.63583, 1.77891], [3.96724, 0.09113, 2.26234], [1.96576, 2.41344, 2.28829], [1.09647, -0.35640, 2.90016], [1.40022, -0.63810, 4.22615], [0.49781, -1.30701, 5.03130], [-0.72114, -1.66592, 4.48542], [-0.97352, -1.35902, 3.16734], [-0.08409, -0.74262, 2.37501], [4.18006, -2.73204, -1.05504], [4.58800, -1.43066, 0.05707], [4.32897, -1.08906, -1.65442], [0.93509, -3.06615, -2.03219], [1.91332, -1.92554, -2.94808], [0.36407, -1.41797, -2.28925], [2.11483, -3.79787, 0.40720], [0.69218, -2.95724, 1.01033], [2.26644, -2.66323, 1.74335], [0.65856, 3.15051, -0.33081], [1.27212, 3.61524, -1.93126], [2.22708, 3.89825, -0.49381], [1.68464, 0.44674, -3.32763], [3.40562, 0.33148, -3.03931], [2.71419, 1.86578, -3.51857], [4.30999, 2.38672, 0.30487], [4.56299, 2.57395, -1.42042], [4.84205, 1.00763, -0.66986], [4.74090, 0.49225, 1.61202], [4.05878, -0.99644, 2.27176], [4.18113, 0.44916, 3.27277], [2.61684, 3.11272, 1.76230], [2.16556, 2.51883, 3.35701], [0.93078, 2.71772, 2.11566], [2.35641, -0.32191, 4.62110], [0.73059, -1.52869, 6.06418], [-1.48716, -2.15744, 5.06733], [-1.92809, -1.59741, 2.74580], [-0.72860, 1.40565, -2.91339], [-1.57635, 1.04904, -1.36909], [-2.02089, 2.66876, -0.67794], [-3.14338, 0.30655, -1.87038], [-3.81555, 0.75888, -3.00525], [-5.06945, 0.25759, -3.30880], [-5.65351, -0.68999, -2.47993], [-4.98430, -1.14617, -1.35540], [-3.72358, -0.65002, -1.05033], [-2.70596, -1.25526, 0.31333], [-2.05131, -2.76559, -0.55080], [-3.72083, -2.18184, 1.51646], [-0.53787, 0.48710, -3.46483], [0.20413, 1.92010, -2.71409], [-1.36148, 2.06134, -3.51134], [-1.25734, 3.40173, -0.92544], [-2.15530, 2.59838, 0.39850], [-2.97051, 2.96786, -1.12312], [-3.38011, 1.50870, -3.65139], [-5.59275, 0.61080, -4.18656], [-6.63605, -1.07889, -2.71069], [-5.46138, -1.88618, -0.72775], [-2.86758, -3.44831, -0.79683], [-1.33883, -3.29272, 0.08798], [-1.54220, -2.48673, -1.47366], [-3.15100, -3.03216, 1.88938], [-4.55751, -2.59351, 0.95037], [-4.10229, -1.57496, 2.33004], [-3.02289, 1.39695, 4.01758], [-3.19001, 0.92876, 2.49466], [-3.30714, 0.56506, 1.37411]],
  "total_charge": 1,
  "largest_force_ev_per_a": 0.41,
  "de_lowest_kj_mol": 0.0,
  "homo_energy_ev": -10.37,
  "e_tot_ev": -86355.32626
}


2.
{
  "formula": "C11H13NOS",
  "method": "ωB97M-V with the def2-TZVPD basis set",
  "symbols": ["C", "C", "C", "C", "C", "C", "C", "C", "C", "C", "C", "N", "O", "S", "H", "H", "H", "H", "H", "H", "H", "H", "H", "H", "H", "H", "H"],
  "positions_angstrom": [[2.00904, 1.33431, 0.17795], [-0.38624, 1.25290, -0.06592], [0.79447, 1.97795, -0.00303], [2.05903, -0.06253, 0.29153], [-0.38810, -0.15099, 0.02874], [0.86674, -0.68876, 0.16876], [-1.49384, -2.28323, -0.23175], [-2.01371, -2.90434, -1.28768], [0.74198, 3.47548, -0.11657], [3.35484, -0.78137, 0.51511], [-2.82268, -0.24309, -0.18466], [-1.53977, -0.89731, -0.06552], [-1.23958, -2.55237, 2.37986], [-0.84315, -3.26989, 1.14686], [2.92829, 1.89852, 0.24923], [-1.31610, 1.78298, -0.19821], [-2.05100, -3.97755, -1.34042], [-2.40920, -2.36126, -2.13437], [1.64158, 3.85819, -0.59230], [-0.12341, 3.78635, -0.69758], [0.66457, 3.92566, 0.87268], [3.92783, -0.28925, 1.29781], [3.17232, -1.81275, 0.80316], [3.94948, -0.77359, -0.39778], [-2.92398, 0.29178, -1.13501], [-3.60328, -0.99747, -0.12079], [-2.95613, 0.46163, 0.63990]],
  "total_charge": 0,
  "largest_force_ev_per_a": 1.15,
  "de_lowest_kj_mol": 410.9,
  "homo_energy_ev": [-7.93, -7.83],
  "e_tot_ev": -25986.74154
}


3.
{
  "formula": "C6H9N",
  "method": "ωB97M-V with the def2-TZVPD basis set",
  "symbols": ["C", "C", "C", "C", "C", "C", "N", "H", "H", "H", "H", "H", "H", "H", "H", "H"],
  "positions_angstrom": [[1.40551, 0.94247, -1.24029], [-0.60081, -1.56998, -0.15879], [-0.69009, 2.49354, 0.45099], [0.59100, -1.10751, 0.07741], [-1.34829, 2.02894, -0.71918], [1.55941, -1.53924, 1.06351], [1.21393, -0.07458, -0.67929], [-1.19656, -1.25816, -1.01819], [-0.92028, -2.56966, 0.11041], [-0.72056, 1.87654, 1.31104], [-1.76307, 0.99645, -0.63868], [-0.73569, 2.02715, -1.61295], [-2.16201, 2.73539, -0.86892], [1.76714, -2.67206, 0.96138], [2.46335, -0.99893, 0.93947], [1.13702, -1.31036, 2.02208]],
  "total_charge": 0,
  "largest_force_ev_per_a": 3.20,
  "de_lowest_kj_mol": 678.7,
  "homo_energy_ev": [-8.23, -8.21],
  "e_tot_ev": -7851.12576
}


4.
{
  "formula": "C44H51F11N3O30S2",
  "method": "ωB97M-V with the def2-TZVPD basis set",
  "symbols": ["F", "C", "C", "C", "C", "N", "C", "C", "C", "C", "C", "S", "C", "S", "N", "C", "C", "N", "C", "C", "H", "H", "H", "H", "H", "H", "H", "H", "H", "H", "H", "H", "H", "H", "H", "H", "H", "H", "H", "H", "H", "C", "C", "O", "C", "O", "O", "F", "H", "H", "H", "C", "C", "O", "C", "O", "O", "F", "H", "H", "H", "C", "C", "O", "C", "O", "O", "F", "H", "H", "H", "C", "C", "O", "C", "O", "O", "F", "H", "H", "H", "C", "C", "O", "C", "O", "O", "F", "H", "H", "H", "C", "C", "O", "C", "O", "O", "F", "H", "H", "H", "C", "C", "O", "C", "O", "O", "F", "H", "H", "H", "C", "C", "O", "C", "O", "O", "F", "H", "H", "H", "C", "C", "O", "C", "O", "O", "F", "H", "H", "H", "C", "C", "O", "C", "O", "O", "F", "H", "H", "H"],
  "positions_angstrom": [[2.30115, 3.29637, -2.95542], [1.15777, 2.91828, -2.21815], [-0.04486, 3.71872, -2.75209], [-0.94524, 4.28893, -1.63288], [-1.92703, 3.31974, -1.05430], [-3.02173, 3.66582, -0.44599], [-3.75791, 2.50536, 0.13555], [-3.19593, 1.32579, -0.66315], [-4.06281, 1.00519, -1.89939], [-3.88458, -0.40252, -2.48056], [-2.69912, -0.59935, -3.43184], [-1.37467, -1.40419, -2.53239], [0.08180, -0.84413, -3.29380], [0.28786, 0.07435, -4.63231], [1.13030, -1.38668, -2.52657], [2.25254, -2.09635, -2.95383], [2.95536, -2.41150, -1.78973], [2.31083, -1.88815, -0.67464], [1.23865, -1.29050, -1.14294], [-1.77949, 1.83680, -0.99772], [1.05321, 1.83071, -2.33362], [1.36416, 3.15472, -1.16453], [-0.62773, 3.13537, -3.48340], [0.39548, 4.55962, -3.31223], [-0.29986, 4.58526, -0.78614], [-1.47931, 5.19901, -1.94914], [-3.31024, 4.63198, -0.35181], [-3.50841, 2.44867, 1.20171], [-4.83744, 2.65760, 0.02732], [-3.18017, 0.43998, -0.02022], [-3.89597, 1.75344, -2.69477], [-5.11489, 1.10361, -1.58543], [-4.80029, -0.68577, -3.01723], [-3.79818, -1.09900, -1.63221], [-2.96519, -1.23638, -4.28416], [-2.31353, 0.34087, -3.84678], [2.41906, -2.30577, -4.00812], [3.86518, -2.97928, -1.71132], [0.50179, -0.74998, -0.55246], [-1.31234, 1.40098, -1.89070], [-1.08786, 1.62087, -0.15373], [-5.36368, -1.00169, 3.75764], [-5.79767, -0.28278, 2.48682], [-4.61555, 0.42370, 2.13933], [-3.53999, -0.24536, 2.66342], [-2.42342, -0.00924, 2.32698], [-3.95131, -1.15193, 3.54444], [-6.80280, 0.58914, 2.69695], [-5.53917, -0.35915, 4.62148], [-5.81700, -1.97536, 3.90772], [-6.06771, -0.93890, 1.65745], [3.91400, 1.43326, -0.50117], [4.86255, 1.61370, 0.67515], [4.03955, 2.31557, 1.59925], [2.74716, 2.04697, 1.34370], [1.82946, 2.34637, 2.03767], [2.62322, 1.42087, 0.15634], [5.93633, 2.37682, 0.37438], [3.95685, 2.29104, -1.16833], [4.09249, 0.51683, -1.05582], [5.20721, 0.68442, 1.12807], [1.14455, -4.40099, 1.31646], [0.31690, -3.88449, 2.46217], [0.01608, -5.06394, 3.17232], [1.01295, -5.97232, 2.93516], [1.16151, -6.97495, 3.54655], [1.75053, -5.56844, 1.88104], [-0.83433, -3.32491, 1.98801], [0.48141, -4.69734, 0.50589], [1.89344, -3.69981, 0.95970], [0.81628, -3.18246, 3.12309], [0.99615, -2.87308, 7.67933], [-0.14184, -2.90642, 6.67242], [0.55928, -2.84895, 5.44318], [1.80387, -3.37639, 5.62835], [2.53151, -3.70133, 4.74599], [2.05980, -3.48330, 6.94159], [-0.96441, -1.83988, 6.76345], [1.25577, -1.83903, 7.90973], [0.81072, -3.43324, 8.58963], [-0.74584, -3.81501, 6.69013], [-1.04820, -7.85883, -2.18102], [-0.12225, -7.26504, -1.13430], [-0.93390, -6.25079, -0.57259], [-2.24945, -6.59793, -0.73044], [-3.16541, -6.07990, -0.17882], [-2.33578, -7.61277, -1.60936], [0.98449, -6.69994, -1.66386], [-0.95252, -7.30626, -3.11679], [-0.91544, -8.92210, -2.35059], [0.18057, -7.95572, -0.34590], [6.37988, -2.38206, -4.03218], [6.40880, -0.86889, -4.20254], [5.75398, -0.44573, -3.01107], [5.89604, -1.39457, -2.05985], [5.62199, -1.23290, -0.91331], [6.34771, -2.53594, -2.60263], [5.69636, -0.45416, -5.26764], [5.45222, -2.77939, -4.44615], [7.23483, -2.90299, -4.44908], [7.40192, -0.42262, -4.24344], [-6.72156, 4.57445, 4.53480], [-8.21622, 4.77547, 4.72067], [-8.68812, 3.44674, 4.76337], [-7.68647, 2.63387, 5.19014], [-7.81441, 1.51227, 5.54186], [-6.50872, 3.30792, 5.15051], [-8.78326, 5.42617, 3.68136], [-6.50078, 4.50329, 3.46761], [-6.10120, 5.33082, 5.00515], [-8.49990, 5.28182, 5.64438], [6.91491, 3.71436, -4.68554], [8.16153, 4.34077, -5.28663], [9.08223, 3.26340, -5.25811], [8.39303, 2.10202, -5.27428], [8.86677, 1.02832, -5.46468], [7.08665, 2.33642, -5.04477], [8.64934, 5.35938, -4.54974], [6.93700, 3.81236, -3.59865], [5.98162, 4.10416, -5.07750], [8.05048, 4.68172, -6.31681], [3.48221, 7.31944, -1.38077], [2.17365, 6.66728, -1.78295], [2.32092, 6.50304, -3.17587], [3.66280, 6.40615, -3.44301], [4.14915, 6.00503, -4.44241], [4.36430, 6.80983, -2.37050], [1.08763, 7.42990, -1.51354], [3.39928, 8.40333, -1.47347], [3.84181, 7.04877, -0.39363], [2.01070, 5.68045, -1.33911], [-3.81095, -4.38981, 2.43658], [-3.97362, -2.88572, 2.35361], [-5.28833, -2.69698, 2.83491], [-5.60128, -3.73729, 3.66224], [-6.53510, -3.75787, 4.39018], [-4.67985, -4.71260, 3.52934], [-3.89138, -2.41255, 1.08142], [-4.17407, -4.86306, 1.52306], [-2.80049, -4.71570, 2.64397], [-3.28132, -2.31532, 2.97385]],
  "total_charge": 1,
  "largest_force_ev_per_a": 9.27,
  "homo_energy_ev": -11.37,
  "e_tot_ev": -163904.43552
}


5.
{
  "formula": "C3H26O10",
  "method": "ωB97M-V with the def2-TZVPD basis set",
  "symbols": ["C", "O", "H", "H", "H", "H", "C", "O", "H", "H", "H", "H", "C", "O", "H", "H", "H", "H", "O", "H", "H", "O", "H", "H", "O", "H", "H", "O", "H", "H", "O", "H", "H", "O", "H", "H", "O", "H", "H"],
  "positions_angstrom": [[2.10214, -1.01380, 1.80216], [1.68943, -1.55676, 0.61062], [3.17324, -1.12011, 1.97409], [1.78860, 0.01413, 1.98422], [1.61545, -1.54785, 2.61828], [2.42273, -1.70252, 0.00843], [-1.17155, -0.51217, -3.15480], [-0.35207, 0.40331, -3.98990], [-0.54194, -1.05911, -2.45299], [-1.93500, 0.08496, -2.65614], [-1.59070, -1.33960, -3.72731], [0.33755, 0.81665, -3.46534], [3.08403, 1.38859, -1.18334], [3.77749, 0.75794, -0.06194], [3.23297, 2.46666, -1.12283], [3.36792, 1.01346, -2.16659], [2.01815, 1.20229, -1.05185], [4.62134, 0.36873, -0.30289], [-2.63257, 2.39872, 1.78410], [-1.83965, 2.84524, 1.48725], [-3.33265, 2.77098, 1.24786], [-3.35738, 0.31338, 0.54922], [-2.74782, 0.77471, 1.12528], [-3.27862, 0.76238, -0.29247], [-2.55781, -2.26388, 0.69657], [-2.00995, -3.02568, 0.50752], [-1.95814, -1.62784, 1.08653], [-0.33134, 2.72885, -0.23270], [-0.10923, 3.19919, -1.03624], [-0.03137, 3.30288, 0.47210], [-1.58778, -0.74750, 3.00958], [-1.37022, 0.08707, 3.42477], [-1.09415, -0.74344, 2.18949], [0.43876, -3.43920, -0.65023], [0.88370, -2.70886, -0.22027], [-0.06913, -3.85461, 0.04670], [-0.47803, 0.19436, 0.67252], [0.09023, -0.53012, 0.41091], [-0.26664, 0.89856, 0.05962]],
  "total_charge": -1,
  "largest_force_ev_per_a": 2.76,
  "homo_energy_ev": [-0.16, -6.90],
  "e_tot_ev": -24005.44945,
  "spin_multiplicity": 2,
  "s2": 0.750
}